# C5H11N

C5H11N in the gas phase at a distorted geometry (ωB97M-V/def2-TZVPD, the OMol25 dataset).

Geometry as ORCA input:
```
! wB97M-V def2-TZVPD RIJCOSX def2/J DEFGRID3
* xyz 0 1
H -2.59 -0.79 -0.31
H 3.21 -0.25 -0.61
H -0.88 -0.06 1.36
C 1.59 -0.65 0.52
H -1.16 -1.83 -0.34
H -1.40 -0.62 -1.61
H 1.06 0.88 -0.80
C 0.72 0.18 -0.05
H 3.31 -1.66 0.31
C -0.75 0.20 0.30
H 1.27 -1.37 1.28
C -1.33 1.61 0.10
C -1.52 -0.82 -0.54
H -0.80 2.35 0.70
H -2.39 1.63 0.39
H -1.26 1.92 -0.95
N 2.93 -0.72 0.25
*
```

The total energy comes out at -251.846136 Eh. The energy above the lowest of the compared OMol25 structures with the same formula, charge and spin comes out at 0.4461 eV. The highest occupied orbital energy comes out at -7.91 eV.

These are the Löwdin partial charges, in e, on atoms 1 to 6:
1 H 0.07
2 H 0.09
3 H 0.13
4 C -0.24
5 H 0.07
6 H 0.08